DFT (ωB97M-V/def2-TZVPD) results for 12 unconnected molecules or ions with the total composition C42H95N12O12 in a non-equilibrium geometry.

Values from the calculation:
LUMO: 1.23 eV
net charge: -1
orbital gap: 5.418 eV
2S+1: 1

Each line ends with the Mulliken charge.
CARTESIAN COORDINATES (ANGSTROEM)
C -1.207 -1.378 2.881  -0.509
C -0.708 -0.624 1.639  0.936
C 0.622 -0.020 2.019  -1.079
C 1.326 0.418 0.736  0.977
C 1.457 -0.636 -0.344  -0.514
C 0.079 -1.245 -0.689  1.559
N -0.660 -1.624 0.564  1.828
O -1.889 -2.286 0.243  -0.415
C 0.418 -2.554 -1.416  -1.737
C -0.717 -0.373 -1.661  0.550
C -1.677 0.603 1.355  -1.234
H -1.242 -0.694 3.732  0.490
H -0.552 -2.235 3.035  -0.169
H -2.225 -1.726 2.701  -0.298
H 1.192 -0.786 2.551  0.462
H 0.489 0.859 2.649  -0.262
H 2.349 0.725 0.986  0.095
H 0.835 1.333 0.394  -0.784
H 2.196 -1.378 -0.048  0.618
H 1.790 -0.044 -1.202  -0.597
H 1.060 -3.192 -0.814  0.319
H 0.800 -2.398 -2.430  0.028
H -0.510 -3.096 -1.626  0.151
H -1.344 -1.009 -2.293  -0.147
H -0.078 0.127 -2.400  -0.708
H -1.333 0.415 -1.233  -0.581
H -1.928 1.145 2.266  0.388
H -2.620 0.267 0.918  -0.080
H -1.214 1.283 0.640  -0.120
C -0.358 4.454 7.493  -1.130
C -0.865 3.434 6.462  0.688
O -0.863 2.236 6.719  -0.651
N -1.174 3.922 5.265  -0.155
C -1.502 3.187 4.036  -0.771
H -0.417 3.934 8.449  0.319
H -1.057 5.288 7.597  0.335
H 0.648 4.863 7.426  0.281
H -0.932 4.883 5.091  0.270
H -0.954 2.253 3.911  0.083
H -1.342 3.888 3.225  0.323
H -2.517 2.847 4.256  0.410
C -4.811 -3.776 -1.943  -0.966
C -5.011 -2.296 -2.290  0.730
O -5.823 -1.994 -3.164  -0.757
N -4.303 -1.359 -1.640  0.957
C -4.567 0.088 -1.671  -0.903
H -5.009 -4.422 -2.796  0.391
H -5.526 -3.997 -1.152  0.343
H -3.799 -4.023 -1.616  0.040
H -3.631 -1.577 -0.904  -0.608
H -5.319 0.410 -0.952  0.290
H -4.900 0.360 -2.672  0.259
H -3.610 0.580 -1.510  0.191
C 1.519 -4.110 2.368  -0.345
C 1.028 -5.281 1.559  0.655
O 1.593 -6.375 1.492  -0.752
N -0.060 -5.028 0.827  0.412
C -0.691 -6.001 -0.072  -1.047
H 1.091 -3.209 1.908  -0.198
H 2.588 -3.992 2.485  0.409
H 0.907 -4.091 3.277  0.242
H -0.691 -4.235 0.926  -0.629
H -0.078 -6.823 -0.428  0.373
H -1.203 -5.519 -0.903  0.249
H -1.474 -6.443 0.553  0.367
C 8.880 2.752 0.127  -1.028
C 7.652 2.586 0.983  0.831
O 7.812 2.611 2.210  -0.706
N 6.474 2.466 0.377  0.135
C 5.172 2.307 0.996  -0.676
H 8.951 3.846 0.110  0.252
H 8.706 2.415 -0.894  0.228
H 9.749 2.377 0.652  0.332
H 6.492 2.461 -0.638  0.170
H 4.478 1.780 0.348  -0.147
H 4.801 3.339 1.051  0.424
H 5.236 2.020 2.042  0.427
C -0.783 3.802 -2.246  -1.113
C 0.521 3.791 -1.487  0.759
O 0.518 4.136 -0.317  -0.559
N 1.614 3.329 -2.138  -0.077
C 2.942 3.217 -1.580  -0.092
H -0.746 3.515 -3.303  0.358
H -1.221 4.797 -2.282  0.376
H -1.414 3.035 -1.797  0.077
H 1.454 3.022 -3.080  0.305
H 3.009 2.883 -0.548  -0.340
H 3.501 4.158 -1.488  0.385
H 3.643 2.688 -2.225  -0.123
C 5.951 2.388 -4.684  -1.188
C 5.943 1.559 -3.407  0.726
O 6.549 1.955 -2.412  -0.737
N 5.181 0.462 -3.385  0.101
C 4.948 -0.399 -2.251  -0.638
H 5.758 1.780 -5.567  0.314
H 6.920 2.872 -4.791  0.387
H 5.232 3.197 -4.545  0.250
H 4.584 0.214 -4.162  0.001
H 3.902 -0.298 -1.965  0.060
H 5.693 -0.111 -1.509  0.351
H 5.136 -1.437 -2.527  0.309
C 1.145 -0.353 -4.845  0.323
C 2.468 -0.785 -5.436  0.314
O 3.226 -1.510 -4.813  -0.642
N 2.576 -0.456 -6.739  -0.176
C 3.861 -0.563 -7.478  -0.996
H 1.339 0.435 -4.110  -0.352
H 0.725 -1.185 -4.279  -0.282
H 0.383 0.079 -5.494  0.479
H 1.805 -0.046 -7.228  0.289
H 4.431 0.358 -7.402  0.297
H 3.463 -0.679 -8.491  0.422
H 4.451 -1.474 -7.418  0.283
C -3.073 -4.603 2.815  -0.027
C -4.491 -4.226 2.481  0.620
O -5.425 -4.858 2.980  -0.771
N -4.611 -3.210 1.627  0.661
C -5.737 -2.421 1.229  -1.081
H -2.749 -4.078 3.715  0.177
H -2.433 -4.443 1.946  -0.365
H -2.975 -5.658 3.073  0.486
H -3.753 -2.854 1.205  -0.432
H -6.686 -2.868 1.523  0.424
H -5.861 -2.394 0.145  0.234
H -5.587 -1.374 1.497  0.228
C -5.314 -3.459 7.726  -0.998
C -5.354 -2.163 6.928  0.745
O -6.028 -1.198 7.275  -0.670
N -4.822 -2.218 5.686  -0.023
C -4.519 -1.166 4.778  -0.727
H -6.285 -3.559 8.206  0.306
H -4.550 -3.429 8.502  0.246
H -5.125 -4.304 7.063  0.289
H -4.671 -3.165 5.367  0.095
H -4.630 -1.464 3.735  -0.010
H -3.493 -0.789 4.823  0.269
H -5.214 -0.360 5.020  0.443
C 3.237 7.003 2.650  -1.128
C 2.978 5.598 3.121  0.677
O 2.953 5.301 4.298  -0.640
N 2.745 4.634 2.154  0.148
C 2.373 3.257 2.461  -0.884
H 4.081 7.493 3.132  0.342
H 2.396 7.615 2.987  0.261
H 3.351 7.060 1.569  0.286
H 2.469 5.041 1.273  0.193
H 3.207 2.688 2.871  0.328
H 2.257 2.854 1.458  -0.047
H 1.509 3.116 3.106  0.382
C -5.063 -0.014 -7.045  -1.141
C -3.843 -0.921 -6.991  0.673
O -3.184 -1.211 -7.971  -0.662
N -3.645 -1.400 -5.738  0.037
C -2.366 -2.043 -5.352  -0.417
H -5.960 -0.474 -6.632  0.324
H -5.265 0.157 -8.106  0.349
H -4.933 1.002 -6.674  0.270
H -4.401 -1.249 -5.087  0.159
H -2.636 -2.315 -4.330  0.106
H -1.558 -1.316 -5.273  -0.025
H -2.026 -2.899 -5.927  0.327

DFT (ωB97M-V/def2-TZVPD) results for a molecular structure, C42H96AlBBeCl5F5N2O5 in a non-equilibrium geometry.

Values from the calculation:
LUMO: -5.02 eV
orbital gap: 1.544 eV
2S+1: 1

Each line ends with the Mulliken charge.
CARTESIAN COORDINATES (ANGSTROEM)
C 9.032 -2.041 4.718  -1.480
C 9.223 -2.754 3.376  0.064
C 8.229 -3.894 3.221  -0.568
C 8.264 -4.624 1.875  -1.051
C 8.197 -3.757 0.625  -0.199
C 6.812 -3.287 0.223  0.421
C 6.308 -2.140 1.139  -0.595
C 5.509 -1.235 0.253  0.514
B 4.778 -0.309 1.512  0.689
C 4.327 1.027 0.650  -0.475
C 4.013 2.052 1.755  -0.816
C 2.614 2.653 1.551  -0.953
C 1.507 1.843 2.220  -0.362
C 0.257 2.692 2.556  -0.840
C -1.042 2.072 2.049  -0.668
C -2.273 2.603 2.785  -0.966
C -3.586 2.276 2.057  0.306
C -4.343 1.103 2.671  -0.953
C -5.712 0.887 2.008  0.475
C -5.823 -0.470 1.300  -1.269
C -7.172 -0.597 0.601  0.422
C -8.306 -1.098 1.535  -0.357
C -9.218 -2.073 0.773  -1.133
C -8.830 -3.542 1.093  0.046
C -9.838 -4.138 2.108  -1.259
H 9.681 -1.171 4.773  0.387
H 8.006 -1.691 4.816  0.318
H 9.260 -2.722 5.534  0.362
H 9.107 -2.000 2.599  0.026
H 10.250 -3.114 3.314  0.397
H 8.414 -4.613 4.019  0.523
H 7.229 -3.493 3.407  0.096
H 9.199 -5.184 1.841  0.397
H 7.451 -5.351 1.856  0.324
H 8.558 -4.345 -0.218  0.106
H 8.842 -2.880 0.683  0.034
H 6.049 -4.077 0.412  -0.076
H 6.823 -3.002 -0.827  0.405
H 7.096 -1.578 1.625  0.552
H 5.663 -2.561 1.934  0.091
H 6.155 -0.656 -0.399  -1.254
H 4.783 -1.761 -0.368  0.479
H 3.920 -1.003 2.021  -0.126
H 5.565 0.003 2.373  -0.157
H 3.440 0.798 0.062  0.309
H 5.068 1.426 -0.037  0.147
H 3.999 1.553 2.726  0.413
H 4.805 2.792 1.823  0.465
H 2.636 3.629 2.039  0.508
H 2.405 2.796 0.493  0.258
H 1.884 1.417 3.148  0.319
H 1.211 1.005 1.590  0.312
H 0.400 3.680 2.120  0.432
H 0.194 2.818 3.636  0.330
H -0.982 0.994 2.203  0.304
H -1.138 2.254 0.979  0.298
H -2.280 2.155 3.778  0.434
H -2.181 3.684 2.887  0.400
H -3.380 2.042 1.013  0.362
H -4.248 3.144 2.075  -0.358
H -4.465 1.253 3.743  0.388
H -3.772 0.184 2.539  0.356
H -6.536 0.940 2.721  -0.132
H -5.905 1.632 1.233  0.012
H -4.990 -0.544 0.600  0.431
H -5.694 -1.246 2.055  0.441
H -7.461 0.396 0.248  -0.128
H -7.125 -1.262 -0.255  0.077
H -8.904 -0.268 1.918  -0.285
H -7.854 -1.598 2.389  0.472
H -10.270 -1.945 1.014  0.634
H -9.107 -1.915 -0.297  0.422
H -7.848 -3.576 1.559  0.285
H -8.786 -4.139 0.189  -0.056
H -9.338 -4.656 2.920  0.307
H -10.528 -4.810 1.604  0.361
H -10.438 -3.349 2.555  0.325
C 8.293 -5.473 -4.548  -1.299
C 7.876 -4.937 -3.192  0.217
O 8.430 -5.712 -2.121  -0.535
H 7.986 -6.513 -4.659  0.325
H 7.846 -4.887 -5.352  0.370
H 9.379 -5.436 -4.659  0.353
H 6.794 -4.990 -3.075  0.267
H 8.178 -3.891 -3.085  -0.002
H 9.388 -5.671 -2.198  0.307
Be 4.255 -4.111 1.133  0.319
C -6.792 -5.093 -2.496  -1.112
C -6.742 -3.594 -2.657  0.817
O -7.454 -2.861 -1.999  -0.501
C -5.768 -3.049 -3.657  -1.139
H -7.532 -5.360 -1.743  0.237
H -7.059 -5.558 -3.446  0.363
H -5.814 -5.466 -2.191  0.330
H -5.980 -3.420 -4.660  0.338
H -4.751 -3.342 -3.397  0.349
H -5.834 -1.963 -3.663  0.289
F -2.833 -4.060 -8.431  -0.388
Al -3.480 -3.025 -7.271  0.564
F -4.160 -1.667 -8.010  -0.403
F -2.276 -2.534 -6.188  -0.411
F -4.691 -3.841 -6.400  -0.364
C -6.700 5.064 1.567  -1.156
C -8.080 5.686 1.511  -0.552
N -8.817 5.502 0.202  -0.032
C -8.015 6.159 -0.882  -1.060
C -10.123 6.263 0.246  -0.326
C -11.174 5.802 1.241  -1.184
C -8.978 4.061 -0.225  -0.822
C -9.608 3.066 0.727  -0.509
O -8.850 2.961 1.906  0.099
C -9.582 2.557 3.059  -1.075
H -6.002 5.531 0.873  0.460
H -6.303 5.218 2.570  0.481
H -6.715 3.991 1.389  0.103
H -8.008 6.766 1.646  0.551
H -8.711 5.292 2.299  0.278
H -7.832 7.192 -0.599  0.384
H -8.585 6.118 -1.806  0.435
H -7.079 5.629 -1.010  0.460
H -10.527 6.228 -0.765  0.381
H -9.840 7.292 0.460  0.493
H -11.769 4.979 0.854  0.349
H -11.867 6.627 1.404  0.433
H -10.768 5.525 2.212  0.246
H -7.973 3.719 -0.465  0.517
H -9.557 4.090 -1.147  0.373
H -9.587 2.106 0.194  0.291
H -10.655 3.281 0.939  0.433
H -10.530 2.086 2.796  0.440
H -9.776 3.423 3.702  0.241
H -8.976 1.844 3.612  0.263
C 8.070 0.458 -1.574  -0.593
C 7.051 -0.467 -2.190  0.538
O 7.103 -1.687 -2.039  -0.654
N 6.059 0.087 -2.921  -0.065
C 5.826 1.494 -3.201  -0.887
H 8.798 -0.142 -1.041  -0.442
H 8.591 1.038 -2.337  0.328
H 7.593 1.144 -0.871  0.390
H 5.421 -0.587 -3.316  0.262
H 4.840 1.785 -2.835  0.276
H 5.862 1.667 -4.277  0.324
H 6.577 2.116 -2.726  0.339
C 12.018 -0.456 -0.523  -0.360
Cl 11.172 -1.891 -1.120  -0.106
Cl 10.993 0.557 0.504  -0.129
H 12.874 -0.755 0.069  0.342
H 12.333 0.117 -1.388  0.288
C 10.054 3.167 -4.782  -0.134
Cl 11.104 2.906 -3.405  0.030
Cl 9.543 1.623 -5.519  -0.190
Cl 8.623 4.107 -4.324  -0.157
H 10.593 3.731 -5.530  0.400
O 11.173 -1.564 -5.054  -0.593
H 10.648 -0.768 -5.185  0.307
H 10.537 -2.228 -4.776  0.289
F 12.482 3.608 -1.513  -0.808